Entry from OMol25: 10 unconnected molecules or ions with the total composition C60H89N16O17P3 in a non-equilibrium geometry (ωB97M-V/def2-TZVPD).

Results
F_max in eV/Å: 1.60
Frontier orbital gap in hartree: 0.284
SMILES string: CN(C)P(=O)(N(C)C)N(C)C.CN(C)P(=O)(N(C)C)N(C)C.CN(C)P(=O)(N(C)C)N(C)C.O=[N+]([O-])c1ccccc1.O=[N+]([O-])c1ccccc1.O=[N+]([O-])c1ccccc1.O=[N+]([O-])c1ccccc1.O=[N+]([O-])c1ccccc1.O=[N+]([O-])c1ccccc1.O=[N+]([O-])c1ccccc1
2S+1: 1
E_tot in Eh: -5518.473226

Cartesian coordinates (Å):
C -1.27944 -3.71939 3.72341
N -1.56353 -2.44264 4.36540
C -2.95339 -2.24678 4.73154
P -0.30221 -1.55621 4.98212
O 0.96287 -1.53035 4.22750
N -0.95761 -0.06694 5.32616
C -1.58249 0.76502 4.31126
C -0.48407 0.64172 6.51948
N -0.00199 -2.19975 6.50433
C -1.05983 -2.72246 7.35581
C 1.34985 -2.28151 7.04052
H -2.13421 -4.01876 3.12112
H -1.13328 -4.46767 4.51737
H -0.38533 -3.68595 3.10584
H -3.38062 -3.13896 5.20505
H -3.56544 -2.03964 3.84539
H -3.06485 -1.40342 5.40798
H -2.32237 1.45112 4.72091
H -0.84277 1.37994 3.77789
H -2.01444 0.13769 3.52980
H -0.79371 1.68173 6.45744
H -0.95796 0.22075 7.41150
H 0.59787 0.56925 6.63548
H -1.96519 -2.12824 7.22924
H -1.32595 -3.75626 7.10791
H -0.73007 -2.66038 8.39170
H 1.50208 -3.24159 7.54573
H 1.52076 -1.49958 7.78837
H 2.06157 -2.24381 6.22056
C 5.73868 -1.67824 -8.13401
N 6.89460 -1.76665 -7.24618
C 8.00552 -2.60794 -7.68336
P 6.95564 -1.12728 -5.70274
O 7.35840 -2.03705 -4.61901
N 8.04052 0.13952 -5.86353
C 8.95011 0.44522 -4.78347
C 8.05059 1.06687 -6.97423
N 5.45008 -0.40583 -5.48309
C 4.40426 -1.26625 -4.93308
C 5.02363 0.91331 -5.93975
H 6.09615 -1.88268 -9.14338
H 5.29881 -0.68604 -8.11405
H 4.96490 -2.41586 -7.89949
H 7.71083 -3.33088 -8.44097
H 8.39505 -3.18058 -6.83996
H 8.80776 -1.96898 -8.06829
H 8.80169 -0.23545 -3.95054
H 10.00019 0.36112 -5.09433
H 8.82744 1.47978 -4.43382
H 8.96302 0.96769 -7.57807
H 7.20726 0.90023 -7.63536
H 8.06466 2.08976 -6.58238
H 3.79330 -1.72943 -5.71392
H 4.85920 -2.08713 -4.37199
H 3.82420 -0.73448 -4.17681
H 5.72568 1.64797 -5.54471
H 4.00732 1.04647 -5.57354
H 4.97424 1.02188 -7.02859
C -6.51442 -3.04028 2.33786
N -6.58991 -2.02578 3.36893
C -6.74380 -2.49515 4.72720
P -6.96617 -0.44142 3.00740
O -6.64818 0.50087 4.09902
N -6.11854 -0.19012 1.58096
C -4.70184 -0.52781 1.56312
C -6.42178 1.03425 0.81875
N -8.55339 -0.34865 2.55407
C -9.47480 0.19944 3.57034
C -9.11744 -0.87155 1.31288
H -7.11158 -3.93605 2.52497
H -5.47527 -3.36247 2.18733
H -6.79705 -2.64626 1.36144
H -6.37405 -1.73311 5.41532
H -6.16069 -3.40000 4.91186
H -7.78719 -2.70496 4.99801
H -4.55305 -1.60609 1.68103
H -4.25461 -0.39807 0.57696
H -4.14246 -0.00703 2.34677
H -7.05875 0.80738 -0.03517
H -6.86843 1.79291 1.46775
H -5.47879 1.46902 0.49487
H -9.33905 1.27590 3.68197
H -10.48934 0.04610 3.20587
H -9.32112 -0.29469 4.52715
H -10.10460 -0.43101 1.17808
H -9.17246 -1.96041 1.33414
H -8.54115 -0.51552 0.45975
O 3.17002 -0.71045 -1.38656
N 2.27422 -1.38392 -0.90913
O 2.34396 -2.58505 -0.71798
C 1.03947 -0.71746 -0.52035
C 0.21231 -1.30562 0.43455
C -0.90981 -0.63297 0.85122
C -1.24058 0.59091 0.25969
C -0.46305 1.14918 -0.73680
C 0.70623 0.49254 -1.09941
H 0.50111 -2.24644 0.88409
H -1.55330 -0.94782 1.66258
H -2.11694 1.12153 0.61555
H -0.70337 2.13219 -1.11378
H 1.36714 0.89370 -1.85874
O -1.66807 -3.98334 0.60678
N -2.65447 -4.69402 0.59253
O -3.77804 -4.27574 0.36309
C -2.49546 -6.08692 1.00826
C -1.26176 -6.49811 1.48913
C -1.05363 -7.84125 1.76446
C -2.09182 -8.75328 1.57512
C -3.33198 -8.31281 1.13624
C -3.54054 -6.96998 0.84653
H -0.40734 -5.83891 1.56222
H -0.08145 -8.14855 2.12284
H -1.88671 -9.79512 1.78429
H -4.11061 -9.04675 0.98011
H -4.51235 -6.67647 0.47750
O -2.16728 3.80273 2.56996
N -3.27501 3.81336 2.07805
O -3.62944 3.12638 1.13811
C -4.26562 4.75181 2.62628
C -3.94783 5.46122 3.76568
C -4.86476 6.37246 4.28322
C -6.05788 6.59302 3.61969
C -6.39245 5.82999 2.50163
C -5.47910 4.92705 1.98637
H -3.00854 5.30704 4.27568
H -4.61304 6.95314 5.15952
H -6.75882 7.36845 3.90397
H -7.34433 5.94395 2.00260
H -5.72916 4.42398 1.06305
O -0.91681 3.31814 -3.40513
N -1.02802 4.22429 -4.20923
O -1.98580 4.97469 -4.26043
C 0.07934 4.47578 -5.11550
C 1.12289 3.56790 -5.18698
C 2.26553 3.89963 -5.90173
C 2.27386 5.05689 -6.66892
C 1.19309 5.92818 -6.66742
C 0.10870 5.64441 -5.85877
H 1.08805 2.68964 -4.55657
H 3.11859 3.23723 -5.92820
H 3.15489 5.25641 -7.26808
H 1.16713 6.83962 -7.24781
H -0.72989 6.32400 -5.78579
O 3.64395 -7.58823 0.49261
N 3.57968 -6.36758 0.51123
O 3.92003 -5.64153 -0.39640
C 3.04729 -5.74783 1.72550
C 3.15909 -4.38002 1.91559
C 2.64426 -3.83429 3.08482
C 1.97749 -4.62239 4.01142
C 1.81889 -5.98635 3.79041
C 2.38922 -6.53831 2.66009
H 3.63741 -3.74703 1.18126
H 2.67398 -2.76503 3.23770
H 1.57407 -4.06022 4.84465
H 1.28324 -6.61859 4.48537
H 2.30328 -7.59181 2.42430
O -1.94490 5.67263 0.00579
N -0.85902 5.34415 -0.44042
O -0.28818 4.31107 -0.16318
C -0.22785 6.24633 -1.40926
C 0.96846 5.85475 -1.99135
C 1.53535 6.66222 -2.96226
C 0.86614 7.79780 -3.40622
C -0.29114 8.21107 -2.75549
C -0.84931 7.43111 -1.75311
H 1.41996 4.89743 -1.77267
H 2.43834 6.30930 -3.44510
H 1.22510 8.43910 -4.20070
H -0.78399 9.11670 -3.08223
H -1.79948 7.64984 -1.28611
O 3.21491 1.69733 -3.29271
N 3.89853 2.64382 -2.95181
O 3.52483 3.80265 -2.98203
C 5.26837 2.37813 -2.48724
C 6.05142 3.46264 -2.13289
C 7.32300 3.25309 -1.61940
C 7.73624 1.94167 -1.40055
C 6.93614 0.86527 -1.74725
C 5.69587 1.06632 -2.32764
H 5.72481 4.48397 -2.26534
H 7.97580 4.08270 -1.39332
H 8.69181 1.75799 -0.92419
H 7.26131 -0.15106 -1.56830
H 4.99596 0.29543 -2.61370

Here are the Löwdin charges for atoms 1 to 4, given in e: number 1, C, carries -0.09; number 2, N, carries -0.28; number 3, C, carries -0.12; number 4, P, carries 0.51